10
Properties=species:S:1:pos:R:3:nbo_charge:R:1 method="wB97M-V/def2-TZVPD" lumo_energy_ev=4.619 de_lowest_kcal_mol=19.1 charge=-1 homo_energy_ev=-2.140 e_tot_ev=-5707.5092 smiles=NCC[O-] gap_ev=6.76 spin_multiplicity=1
C -0.27 1.22 0.35 0.071
O -0.24 1.83 1.45 -0.897
C 0.17 -0.45 0.36 -0.292
N 0.51 -1.05 -0.96 -0.860
H -1.33 1.25 -0.18 0.011
H 0.45 1.68 -0.49 0.017
H 1.04 -0.49 0.98 0.166
H -0.76 -0.94 0.89 0.119
H 0.66 -2.05 -0.77 0.329
H -0.24 -1.00 -1.63 0.337